# 1
Below is 5 unconnected molecules or ions with the total composition C25H36N4O7S at a distorted geometry, with properties calculated with wB97M-V/def2-TZVPD.

For the orbital gap, the calculation gives 7.768 eV.

Geometry as XYZ:
```
73
Properties=species:S:1:pos:R:3:forces:R:3:lowdin_charge:R:1
C 2.032546 1.457174 0.597874 0.4 0.4 -0.5 -0.013
C 1.195596 1.439883 -0.664422 -0.4 0.3 -0.2 -0.403
O 1.995276 1.523488 -1.856747 0.0 -0.2 0.6 -0.034
C 0.301103 0.211210 -0.831640 0.7 0.0 0.0 -0.157
O -0.292012 -0.271526 0.357759 -0.3 0.0 -0.5 -0.080
C -1.561088 0.200810 0.649703 0.1 0.7 0.2 -0.324
C -1.678171 1.708636 0.894808 -0.3 0.3 -0.6 -0.090
C -2.223143 2.599134 -0.249471 -0.2 -0.4 0.7 -0.112
C -2.833977 1.899123 -1.454634 -0.1 1.6 -0.4 -0.332
C -3.761220 2.896526 -2.177158 -0.2 -0.7 -0.1 -0.037
C -5.103877 3.018689 -1.489270 -1.7 -0.8 -0.5 -0.461
O -6.051036 2.299968 -1.735111 1.7 1.2 0.7 0.145
O -5.180682 4.018139 -0.528552 -0.3 -0.5 -0.4 0.072
O -3.647572 0.774595 -1.121530 0.9 -0.2 0.6 -0.157
S -2.834335 -0.460873 -0.506096 -0.6 -1.9 0.3 0.692
O -2.211650 -1.247450 -1.516296 0.7 0.8 -0.8 -0.230
O -3.776647 -1.185622 0.276903 -0.6 0.6 0.7 -0.260
H 3.080672 1.478586 0.322605 0.3 -0.2 0.0 0.075
H 1.861653 2.388394 1.122449 -0.1 0.1 0.4 0.075
H 1.841318 0.622260 1.252924 -0.1 -0.2 0.2 0.082
H 0.584304 2.340877 -0.667422 -0.3 0.1 0.1 0.106
H 1.415315 1.171213 -2.535030 0.2 0.1 -0.6 0.079
H 0.938518 -0.587174 -1.197365 0.1 -0.3 0.0 0.149
H -0.412464 0.408097 -1.628780 -0.3 -0.1 0.1 0.106
H -1.836788 -0.285550 1.572993 -0.2 -0.4 0.1 0.141
H -0.707423 2.092749 1.174080 0.3 -0.2 0.2 0.110
H -2.307859 1.852270 1.761941 -0.2 -0.1 0.2 0.123
H -1.452652 3.286453 -0.575002 0.2 0.1 -0.4 0.112
H -2.995388 3.226338 0.178189 -0.2 0.1 0.1 0.108
H -2.072675 1.667109 -2.193048 0.2 -0.6 0.0 0.142
H -3.262088 3.854442 -2.253429 0.2 0.2 0.0 0.129
H -3.926849 2.498585 -3.168341 -0.3 0.0 -0.3 0.133
H -5.025700 4.849011 -0.988680 0.3 0.3 0.2 0.113
C -4.581867 -5.045313 0.014522 0.0 0.0 0.0 -0.106
C -5.289323 -6.234387 0.346805 0.0 0.0 0.0 -0.119
C -6.361968 -5.869593 1.114552 0.0 0.0 0.1 -0.153
N -6.326826 -4.508351 1.260495 0.0 -0.1 -0.1 -0.001
C -5.247876 -3.997555 0.590752 -0.1 0.1 0.1 -0.130
H -3.687327 -4.968212 -0.580244 0.0 0.0 0.0 0.090
H -5.038527 -7.240392 0.054505 0.0 0.0 0.0 0.085
H -7.142369 -6.456741 1.567375 0.0 0.0 0.0 0.100
H -6.990639 -3.966486 1.779429 0.0 0.0 0.0 0.140
H -5.047969 -2.940198 0.582263 0.0 -0.1 0.0 0.076
C 6.265841 -1.921609 1.419630 0.0 0.0 0.1 -0.116
C 6.762018 -1.021894 2.402355 0.0 0.0 0.0 -0.113
C 6.735523 0.232138 1.855051 0.0 0.1 0.0 -0.145
N 6.246021 0.124157 0.580966 0.0 -0.1 0.1 0.002
C 5.954116 -1.184494 0.310630 0.0 0.1 -0.1 -0.139
H 6.150394 -2.987973 1.516935 0.0 0.0 0.0 0.078
H 7.098298 -1.267717 3.395529 0.0 0.0 0.0 0.088
H 7.021298 1.187599 2.259760 0.0 0.0 0.0 0.103
H 6.120136 0.887372 -0.056545 0.0 0.0 0.0 0.140
H 5.551982 -1.475583 -0.644325 0.0 0.0 0.0 0.108
C 2.543262 -6.567290 1.431949 0.0 0.0 0.0 -0.114
C 2.005237 -5.255490 1.531618 0.0 0.0 0.0 -0.111
C 2.961409 -4.465135 2.109300 0.1 0.0 0.1 -0.147
N 4.054577 -5.248596 2.366905 -0.1 0.0 -0.1 -0.002
C 3.808014 -6.529861 1.952595 0.1 0.0 0.1 -0.146
H 2.056429 -7.436882 1.024062 0.0 0.0 0.0 0.089
H 1.028445 -4.930925 1.214487 0.0 0.0 0.0 0.090
H 2.959873 -3.418043 2.359331 0.0 0.0 0.0 0.103
H 4.904638 -4.932235 2.792839 0.0 0.0 0.0 0.132
H 4.550831 -7.300657 2.064840 0.0 0.0 0.0 0.103
C 0.662327 5.379117 -2.571805 -0.1 0.0 0.0 -0.119
C 0.197438 6.722162 -2.619812 0.0 0.0 0.0 -0.115
C 0.958739 7.447459 -1.743545 0.0 0.0 0.1 -0.141
N 1.860960 6.595630 -1.166881 -0.1 0.0 -0.1 0.005
C 1.690527 5.334931 -1.667963 0.0 -0.1 0.1 -0.141
H 0.287383 4.542395 -3.138105 0.0 0.0 0.0 0.086
H -0.601389 7.110125 -3.229177 0.0 0.0 0.0 0.088
H 0.936586 8.491118 -1.481971 0.0 0.0 0.0 0.106
H 2.543737 6.856527 -0.480906 0.0 0.0 0.0 0.144
H 2.309034 4.515316 -1.342402 0.0 0.0 -0.1 0.103
```
Forces are in eV/Å.



# 2
Below is 3 unconnected molecules or ions with the total composition C18H44F3N8O2P2 at a distorted geometry, with properties calculated with wB97M-V/def2-TZVPD.

For the orbital gap, the calculation gives 8.334 eV. As for the net charge: +1.

Geometry as XYZ:
```
77
Properties=species:S:1:pos:R:3:forces:R:3:lowdin_charge:R:1
F 5.466317 -1.932963 1.200945 -0.3 0.1 -0.2 0.157
C 4.228579 -1.425086 1.119424 0.5 0.1 0.4 -0.618
F 3.379605 -2.418862 1.458058 -0.1 0.3 -0.2 0.141
F 3.966300 -1.081001 -0.153084 0.4 -0.5 -0.5 0.128
C 4.061691 -0.196784 1.991386 -0.9 0.1 0.2 -0.033
C 3.020843 0.781581 1.375684 0.1 -0.6 0.3 -0.052
C 1.736507 0.086783 1.050556 0.8 0.5 0.0 -0.263
N 0.839159 -0.304809 1.946672 -0.1 -0.1 -0.3 0.181
C -0.186501 -0.940595 1.284938 -0.8 -0.3 0.6 -0.019
C 0.096756 -0.913235 -0.022384 0.2 0.0 -0.6 -0.012
N 1.313935 -0.275495 -0.152823 0.0 0.2 0.1 0.181
H 4.999875 0.326339 2.150667 0.1 -0.1 -0.1 0.138
H 3.689195 -0.544780 2.955988 0.2 0.0 0.1 0.133
H 3.415358 1.222135 0.464347 0.0 0.2 0.1 0.133
H 2.808040 1.545307 2.122825 0.1 0.2 -0.2 0.136
H 0.917521 -0.149642 2.940530 -0.2 0.0 0.0 0.190
H -1.043697 -1.376178 1.768338 0.1 0.2 0.2 0.120
H -0.469295 -1.287643 -0.855651 0.1 0.0 -0.1 0.131
H 1.840232 -0.103714 -1.014398 -0.2 -0.1 -0.2 0.140
O -2.040590 1.062520 5.029983 -0.2 -0.9 2.6 -0.315
P -3.525326 0.931031 4.968780 -1.5 1.6 -4.8 0.621
N -3.733861 -0.313517 3.817170 0.3 -0.2 0.2 -0.313
C -4.715910 -0.351042 2.750341 -0.4 0.1 0.1 -0.119
C -3.018883 -1.547959 4.079534 0.4 0.0 0.1 -0.148
N -3.966822 2.452764 4.350407 0.4 0.1 -0.1 -0.320
C -4.974297 2.670284 3.330163 -0.4 0.1 0.2 -0.133
C -2.925093 3.469176 4.267858 0.2 0.0 0.0 -0.132
N -5.036965 0.750229 5.752538 1.6 -0.5 2.2 -0.275
C -5.227815 1.712417 6.869326 -0.2 0.3 -0.1 -0.112
C -5.300318 -0.597503 6.306738 -0.2 -0.3 -0.4 -0.118
H -5.740346 -0.183621 3.098710 0.0 0.0 0.0 0.077
H -4.711631 -1.327832 2.266912 0.1 -0.1 0.1 0.079
H -4.493033 0.381388 1.971583 -0.1 0.0 0.1 0.066
H -3.508833 -2.194441 4.819095 0.0 -0.1 -0.1 0.070
H -2.016686 -1.323988 4.452846 -0.1 0.0 0.1 0.063
H -2.897118 -2.133514 3.165038 -0.1 0.0 -0.1 0.067
H -4.572091 2.528774 2.319413 0.0 0.0 0.0 0.076
H -5.349905 3.694829 3.392424 0.1 0.0 0.0 0.083
H -5.838404 2.023591 3.467258 0.1 -0.1 0.0 0.069
H -2.275389 3.330858 3.394013 0.0 0.1 0.0 0.080
H -2.303456 3.467758 5.157745 0.0 -0.1 0.0 0.070
H -3.387071 4.456000 4.199473 -0.1 -0.1 -0.1 0.081
H -4.506295 1.555488 7.675873 -0.1 -0.1 0.1 0.087
H -6.232514 1.598923 7.273684 0.0 -0.1 0.0 0.083
H -5.132971 2.735019 6.516407 0.1 0.0 -0.1 0.074
H -4.498297 -0.951381 6.959906 -0.1 0.0 0.1 0.090
H -5.449427 -1.321350 5.507283 0.1 0.1 -0.1 0.069
H -6.224192 -0.577267 6.881196 0.0 0.1 0.0 0.084
O 2.405445 -0.051484 -3.162337 2.8 -0.5 0.9 -0.330
P 2.843176 -0.465290 -4.546146 -4.9 0.2 -3.0 0.658
N 2.531099 0.942891 -5.444233 0.2 0.2 0.4 -0.316
C 1.898557 1.001379 -6.749530 0.1 -0.3 -0.3 -0.113
C 3.168050 2.172654 -4.989897 0.1 0.0 0.3 -0.125
N 1.697975 -1.696482 -4.845644 -0.2 0.1 0.4 -0.317
C 0.979419 -1.871776 -6.095642 0.2 -0.3 -0.3 -0.126
C 0.883094 -2.147190 -3.727794 0.0 0.1 0.2 -0.144
N 3.932734 -1.171497 -5.670539 1.9 0.1 2.4 -0.269
C 4.469285 -2.484053 -5.220261 -0.3 -0.3 -0.2 -0.112
C 5.111147 -0.339386 -6.011879 -0.2 0.4 -0.4 -0.114
H 2.368248 0.343546 -7.488701 0.0 0.0 0.0 0.076
H 1.960711 2.011142 -7.151320 0.1 0.1 0.1 0.083
H 0.836765 0.756533 -6.693380 0.0 0.0 0.0 0.070
H 4.222506 2.243260 -5.288179 -0.1 0.1 -0.1 0.069
H 3.128864 2.245326 -3.902028 0.0 -0.1 0.0 0.066
H 2.650649 3.046133 -5.383659 -0.1 -0.1 -0.1 0.082
H 0.097244 -1.224425 -6.154457 0.0 0.0 0.0 0.080
H 0.635346 -2.905715 -6.183101 0.0 0.0 0.1 0.084
H 1.615956 -1.691667 -6.958312 0.0 0.1 0.1 0.070
H 0.050498 -1.461534 -3.514370 0.0 0.0 0.0 0.080
H 1.481311 -2.255184 -2.825820 0.0 0.1 0.0 0.060
H 0.467351 -3.131089 -3.953821 0.0 0.0 -0.1 0.084
H 5.072733 -2.392720 -4.312908 0.1 0.0 -0.1 0.085
H 5.088879 -2.909262 -6.008153 0.0 0.1 0.0 0.084
H 3.661872 -3.184748 -5.028705 -0.1 0.1 0.0 0.073
H 5.657518 0.002916 -5.129749 0.1 -0.1 0.0 0.089
H 4.814295 0.526265 -6.600400 -0.1 0.0 0.1 0.070
H 5.792387 -0.917549 -6.632739 0.0 -0.1 0.1 0.085
```
Forces are in eV/Å.



# 3
Below is C6H6N2S3 in the gas phase at a distorted geometry, with properties calculated with wB97M-V/def2-TZVPD.

For the orbital gap (alpha / beta), the calculation gives 5.759 / 7.662 eV. For the energy relative to the best compared isomer or geometry (same formula, charge and spin), the calculation gives 4.2892 eV.

Geometry as XYZ:
```
17
Properties=species:S:1:pos:R:3:forces:R:3:lowdin_charge:R:1
C -0.572805 -0.832221 0.576149 -0.1 1.2 0.3 -0.495
C -0.727686 0.162288 -0.267172 -1.0 0.8 0.0 -0.037
C 0.437221 -1.836369 0.217693 -0.8 0.5 0.3 -0.133
C 1.210553 -1.591931 -0.819152 -0.9 0.7 -0.1 -0.108
C -0.189382 0.554375 -1.582256 2.2 0.0 -0.3 -0.147
C 1.184504 -0.246822 -1.543147 1.4 -1.5 -0.1 -0.175
N -1.980190 1.647546 1.495837 -1.0 2.0 -1.5 -0.619
N -1.226088 1.115711 2.342581 1.1 -1.5 2.0 -1.057
S -2.016666 3.245696 1.249875 0.2 -0.6 0.4 0.601
S -0.484299 1.749960 3.733817 -0.6 0.2 -1.0 0.553
S -1.249471 -0.632058 2.272281 0.6 -0.6 -0.8 0.903
H 0.617080 -2.686843 0.808121 -0.1 -1.0 0.8 0.088
H 1.979076 -2.310488 -0.925680 0.9 -0.3 -0.9 0.095
H -0.848089 0.242146 -2.461719 0.9 0.6 1.2 0.132
H 0.258269 1.642219 -1.683109 -1.8 -1.8 0.2 0.146
H 1.969006 0.203801 -0.869550 -0.8 0.7 -1.0 0.137
H 1.638968 -0.427012 -2.544567 -0.4 0.6 0.6 0.114
```
Forces are in eV/Å.